Entry 1:
{
  "formula": "C6H12",
  "method": "ωB97M-V/def2-TZVPD",
  "largest_force_ha_per_bohr": 0.03323,
  "total_energy_ev": -6412.4403,
  "e_above_lowest_kcal_mol": 103.8,
  "smiles": "C=C/C=C/CC.[H][H]",
  "elements": ["C", "C", "C", "C", "C", "C", "H", "H", "H", "H", "H", "H", "H", "H", "H", "H", "H", "H"],
  "positions_angstrom": [[-2.42673, -0.01802, 0.14941], [-1.38439, -1.01206, 0.65734], [0.03252, -0.57931, 0.46376], [0.36899, 0.44194, -0.31063], [2.40661, 0.03760, -1.05380], [1.68320, 1.06447, -0.58671], [-2.38080, 0.09611, -0.93915], [-2.28657, 0.97622, 0.59383], [-3.43118, -0.36590, 0.40362], [-1.52329, -1.14932, 1.73829], [-1.53821, -1.99383, 0.19957], [0.78654, -1.13954, 1.02122], [1.31721, 0.70018, 2.03943], [-0.28792, 0.75016, -1.12697], [2.39763, -0.89848, -0.48836], [2.79924, 0.02762, -2.05540], [1.72874, 2.04796, -1.06205], [1.73464, 1.04259, 1.53084]],
  "atomic_forces_ev_per_a": [[-0.093, -0.062, -0.054], [-0.171, -0.129, 0.009], [-0.193, 0.116, 0.120], [-0.439, 0.350, 0.323], [0.615, -0.049, -0.048], [-0.205, -0.941, -1.412], [-0.042, -0.029, 0.149], [0.033, -0.246, -0.066], [0.058, 0.044, -0.058], [-0.065, -0.064, -0.155], [-0.163, -0.073, 0.051], [-0.189, 0.390, 0.141], [0.116, 0.127, 0.388], [-0.473, 0.341, 0.701], [-0.356, 0.108, -0.701], [1.422, 0.271, 0.117], [-0.173, -0.318, 0.084], [0.319, 0.164, 0.411]],
  "lowdin_charge": [-0.126, -0.266, -0.195, -0.214, 0.016, -0.219, 0.067, 0.080, 0.068, 0.107, 0.104, 0.098, 0.076, 0.117, 0.072, 0.066, 0.099, 0.049]
}



Entry 2:
{
  "formula": "C10H20Br10",
  "method": "ωB97M-V/def2-TZVPD",
  "largest_force_ha_per_bohr": 0.01512,
  "total_energy_ev": -711120.0623,
  "e_above_lowest_kcal_mol": 5.6,
  "smiles": "BrCCBr.BrCCBr.BrCCBr.BrCCBr.BrCCBr",
  "elements": ["Br", "C", "C", "Br", "H", "H", "H", "H", "Br", "C", "C", "Br", "H", "H", "H", "H", "Br", "C", "C", "Br", "H", "H", "H", "H", "Br", "C", "C", "Br", "H", "H", "H", "H", "Br", "C", "C", "Br", "H", "H", "H", "H"],
  "positions_angstrom": [[-1.95700, 0.65583, -4.02747], [-1.32521, 1.70732, -2.56268], [-1.39236, 3.18491, -2.79093], [-3.19133, 3.81957, -3.15261], [-0.28821, 1.41054, -2.39639], [-1.87292, 1.41261, -1.66907], [-0.77601, 3.50967, -3.62373], [-1.07894, 3.70676, -1.88995], [5.45243, 1.79138, 3.34416], [4.21832, 1.07741, 4.63741], [4.09800, -0.41620, 4.55889], [3.20867, -0.97807, 2.90976], [3.26826, 1.57797, 4.47845], [4.60047, 1.37437, 5.61274], [3.47505, -0.80797, 5.35673], [5.05482, -0.92226, 4.50958], [1.11279, -1.55164, -6.12362], [0.37832, -3.13898, -5.30722], [-0.78732, -3.64164, -6.11923], [-1.51315, -5.22613, -5.25722], [0.05667, -2.85722, -4.30963], [1.14657, -3.90243, -5.23600], [-0.50522, -3.92735, -7.12904], [-1.59765, -2.92346, -6.20115], [1.35971, -1.47211, -2.13583], [-0.03288, -1.18161, -0.83777], [0.46195, -0.27856, 0.25756], [-1.05240, 0.44222, 1.21422], [-0.38178, -2.13714, -0.45743], [-0.86556, -0.72585, -1.36718], [1.05720, 0.53339, -0.14790], [1.05391, -0.82218, 0.98695], [-4.20513, 2.15990, 2.85100], [-2.69641, 2.04162, 4.10199], [-2.62486, 0.63824, 4.62906], [-1.18697, 0.53334, 5.92840], [-2.89676, 2.77032, 4.87747], [-1.81970, 2.28843, 3.51379], [-2.41830, -0.07171, 3.83444], [-3.53707, 0.34670, 5.13942]],
  "atomic_forces_ev_per_a": [[-0.100, -0.308, -0.347], [0.316, -0.142, 0.696], [-0.047, 0.354, -0.060], [-0.005, 0.006, 0.043], [0.058, 0.095, -0.143], [-0.213, 0.071, -0.131], [-0.028, -0.068, -0.052], [0.055, -0.024, 0.020], [0.165, 0.093, -0.188], [-0.080, 0.151, 0.313], [-0.211, -0.196, -0.494], [-0.029, 0.020, 0.032], [-0.054, -0.074, -0.045], [0.030, -0.086, 0.006], [0.075, 0.024, 0.113], [0.087, 0.064, 0.261], [0.135, 0.084, -0.099], [-0.395, -0.252, 0.165], [-0.097, 0.071, -0.333], [-0.028, -0.026, 0.003], [0.058, 0.027, 0.000], [0.159, 0.135, -0.048], [0.117, -0.095, 0.077], [0.025, 0.058, 0.198], [0.207, -0.095, -0.073], [-0.662, 0.040, -0.013], [0.428, -0.258, 0.026], [-0.190, 0.182, 0.088], [0.174, -0.082, -0.009], [0.086, 0.000, -0.129], [-0.141, 0.188, 0.118], [0.050, 0.054, -0.008], [0.132, -0.032, 0.080], [-0.305, -0.030, -0.343], [-0.205, -0.090, -0.030], [0.108, -0.063, 0.023], [0.120, 0.060, 0.022], [0.076, 0.150, 0.140], [0.114, -0.039, 0.061], [0.013, 0.032, 0.059]],
  "lowdin_charge": [0.640, -0.756, -0.692, 0.606, 0.048, 0.031, 0.058, 0.060, 0.623, -0.724, -0.673, 0.621, 0.053, 0.060, 0.058, 0.048, 0.612, -0.752, -0.712, 0.619, -0.008, 0.057, 0.053, 0.052, 0.697, -0.714, -0.706, 0.715, 0.068, 0.009, 0.051, -0.006, 0.599, -0.715, -0.737, 0.618, 0.051, 0.020, 0.013, 0.053]
}